Entry 1:
The following is a DFT calculation (ωB97M-V with the def2-TZVPD basis set) of a molecular structure, C22H36N5O5S3Sc.

Output
HOMO-LUMO gap ... 7.78 eV

```
! RIJCOSX wB97M-V def2-TZVPD def2/J DEFGRID3
* xyz 2 1
Sc -0.6516 0.5701 0.4407
C -0.2581 3.6384 0.2644
C -1.5376 3.6480 1.0892
N -1.9338 2.2771 1.5017
C -3.3881 2.0397 1.3815
C -3.8397 1.9656 -0.0727
S -2.8941 0.7320 -1.0199
C -2.0559 1.6785 -2.3262
C -1.2232 2.8630 -1.8616
N -0.2960 2.5552 -0.7462
H -0.1165 4.6164 -0.2047
H 0.5928 3.4525 0.9176
H -1.4011 4.2876 1.9619
H -2.3567 4.0853 0.5189
H -1.6819 2.1470 2.4799
H -3.6135 1.0997 1.8898
H -3.9593 2.8247 1.8866
H -4.8874 1.6717 -0.1100
H -3.7629 2.9266 -0.5792
H -1.4399 0.9242 -2.8188
H -2.8026 2.0109 -3.0470
H -0.6665 3.2506 -2.7181
H -1.8839 3.6706 -1.5468
H 0.6500 2.4401 -1.1130
N 4.9969 0.1040 1.6027
C 4.5962 1.4167 0.9905
C 3.6690 1.1839 -0.2033
N 2.9543 2.3881 -0.5886
H 5.6091 0.2274 2.4100
H 5.4847 -0.4864 0.9279
H 4.1293 -0.3972 1.9219
H 5.5073 1.9516 0.7271
H 4.0763 1.9676 1.7733
H 2.9378 0.4201 0.0714
H 4.2308 0.8094 -1.0620
H 3.5780 3.0894 -0.9719
H 2.5208 2.7785 0.2411
O -0.4544 -0.4237 2.1905
S 0.8977 0.1769 2.5906
O 0.8408 0.8559 3.8432
O 1.0789 1.1543 1.4250
S 2.2405 -1.2682 2.5051
C -1.7511 -3.2544 3.0920
O -2.6814 -2.6065 2.2306
C -2.6209 -2.6672 0.8850
C -3.8543 -2.4266 0.2615
C -3.9984 -2.4800 -1.1054
C -2.9005 -2.7643 -1.9166
C -1.6773 -2.9839 -1.3307
C -1.5164 -2.9229 0.0577
N -0.2401 -3.2823 0.5968
C 0.9579 -3.1780 0.1070
C 1.4651 -2.5075 -1.0575
C 2.5622 -3.1340 -1.6859
C 3.1150 -2.6177 -2.8320
C 2.6061 -1.4215 -3.3462
C 1.5780 -0.7539 -2.7134
C 0.9928 -1.2735 -1.5542
O 0.0823 -0.5875 -0.8972
H -2.1855 -3.1950 4.0851
H -0.7880 -2.7415 3.1151
H -1.6549 -4.3125 2.8269
H -4.7017 -2.2493 0.9108
H -4.9743 -2.3229 -1.5450
H -3.0096 -2.8410 -2.9890
H -0.8228 -3.2401 -1.9433
H -0.2829 -3.8072 1.4606
H 1.6883 -3.7577 0.6614
H 2.9433 -4.0605 -1.2729
H 3.9278 -3.1281 -3.3279
H 3.0376 -0.9999 -4.2450
H 1.2171 0.1938 -3.0909
*
```

For reference, the Löwdin charges in units of e are: 0.8355 -0.1772 -0.1477 -0.1132 -0.2313 -0.3825 0.9687 -0.3939 -0.2139 -0.1117 0.1399 0.1012 0.1427 0.1136 0.1309 0.1301 0.1389 0.0947 0.0834 0.0775 0.0998 0.1398 0.1121 0.0944 0.1527 -0.1335 -0.2702 0.0310 0.1713 0.1681 -0.0167 0.1353 0.1345 0.0740 0.1273 0.0942 0.0511 -0.4594 0.1400 -0.3050 -0.4715 0.4172 -0.0397 -0.0577 -0.2265 -0.0042 -0.0806 -0.0642 -0.0099 -0.1416 0.1621 -0.0109 -0.1504 -0.0140 -0.0602 -0.0391 0.0041 -0.3223 -0.1801 0.1134 0.0731 0.1110 0.1351 0.1222 0.1197 0.1290 0.1355 0.1417 0.1262 0.1157 0.1206 0.1201



Entry 2:
The following is a DFT calculation (ωB97M-V with the def2-TZVPD basis set) of a molecular structure, C36H57GeN8OTi.

Output
HOMO-LUMO gap (spin up / spin down) ... 6.90 / 7.33 eV
Expectation value of S² ... 0.755

```
! RIJCOSX wB97M-V def2-TZVPD def2/J DEFGRID3
* xyz 2 2
Ti 0.4452 0.0486 0.0281
C 4.0434 1.6807 -0.9847
C 4.3021 0.1921 -0.9895
C 5.5968 -0.3050 -0.8524
C 5.8387 -1.6692 -0.8697
C 4.7823 -2.5585 -1.0201
C 3.4778 -2.1018 -1.1594
C 2.3389 -3.0679 -1.3422
C 3.2590 -0.7244 -1.1477
N 1.9311 -0.1772 -1.2963
C 1.5764 0.2053 -2.5366
C 2.3582 -0.1589 -3.7571
C 0.4511 1.0659 -2.6108
C 0.0788 1.6949 -3.9157
N -0.1541 1.3348 -1.4448
C -1.1248 2.4217 -1.4448
C -0.6512 3.7170 -1.1823
C 0.8173 4.0312 -1.0260
C -1.5633 4.7638 -1.1769
C -2.9083 4.5491 -1.4356
C -3.3418 3.2783 -1.7613
C -2.4584 2.2017 -1.8006
C -2.9649 0.8984 -2.3628
H 4.9222 2.2238 -0.6416
H 3.2021 1.9460 -0.3433
H 3.8053 2.0466 -1.9881
H 6.4198 0.3916 -0.7370
H 6.8514 -2.0417 -0.7717
H 4.9720 -3.6262 -1.0374
H 2.6559 -4.0869 -1.1251
H 1.9668 -3.0506 -2.3702
H 1.5030 -2.8218 -0.6872
H 3.0209 -1.0000 -3.5712
H 2.9755 0.6831 -4.0859
H 1.6885 -0.4067 -4.5813
H -0.4891 0.9868 -4.5284
H 0.9712 1.9651 -4.4793
H -0.5310 2.5825 -3.7795
H 1.1821 3.8648 -0.0130
H 0.9930 5.0805 -1.2568
H 1.4358 3.4344 -1.6985
H -1.2038 5.7692 -0.9872
H -3.6058 5.3777 -1.4210
H -4.3783 3.1118 -2.0351
H -3.8594 0.5601 -1.8453
H -2.2222 0.1122 -2.3320
H -3.2491 1.0493 -3.4084
O -1.0023 -1.4618 -1.1657
C -1.0566 -2.7162 -1.8760
C -2.4692 -3.0846 -2.2751
C -3.3980 -3.4646 -1.0966
C -4.1981 -2.3668 -0.4431
C -5.5794 -2.3150 -0.5809
C -6.2924 -1.2975 0.0305
C -5.6094 -0.3467 0.7706
C -4.2348 -0.4521 0.8469
N -3.5348 -1.4333 0.2588
H -1.8332 -1.3795 -0.6658
H -0.6430 -3.5146 -1.2547
H -0.4165 -2.6010 -2.7487
H -2.3850 -3.9596 -2.9230
H -2.9052 -2.2865 -2.8832
H -2.7976 -3.9514 -0.3212
H -4.1048 -4.2118 -1.4563
H -6.0892 -3.0761 -1.1579
H -7.3700 -1.2536 -0.0639
H -6.1228 0.4630 1.2706
H -3.6627 0.2853 1.4000
C 3.0920 -2.5882 4.3243
N 3.1171 -1.7692 3.1110
C 4.3732 -1.1686 2.6561
C 2.0249 -1.5947 2.3554
N 1.9931 -0.8976 1.2622
N 0.8876 -2.2708 2.7764
C -0.3806 -2.0513 2.3064
N -1.3343 -2.8385 2.8347
N -0.6389 -1.1489 1.4171
H 4.0650 -2.5324 4.7983
H 2.8988 -3.6418 4.1041
H 2.3611 -2.2151 5.0437
H 5.1406 -1.3632 3.3971
H 4.2733 -0.0865 2.5533
H 4.6959 -1.5943 1.7030
H 2.8875 -0.4644 1.0720
H 0.9958 -2.9526 3.5059
H -1.1476 -3.5095 3.5586
H -2.2908 -2.7221 2.5401
H -1.6380 -1.1562 1.2116
C -1.3989 0.8124 3.8982
Ge -0.8958 2.2079 2.6135
C -0.0947 3.6483 3.6543
C -2.5106 2.9037 1.7766
C 0.5840 1.5805 1.4429
H -1.9645 1.2985 4.6975
H -0.5112 0.3562 4.3483
H -2.0264 0.0233 3.4821
H -0.8401 4.0663 4.3347
H 0.2572 4.4482 3.0000
H 0.7492 3.2880 4.2456
H -3.3020 2.9071 2.5302
H -2.8489 2.3418 0.9056
H -2.3361 3.9337 1.4609
H 1.2718 1.2277 2.2122
H 1.0391 2.4745 1.0149
*
```

Results of the Löwdin charge analysis, in e, for atoms 1 through 99: 1.1029 -0.0086 -0.2081 -0.0291 -0.0609 -0.0336 -0.2274 -0.0191 -0.2547 -0.0180 -0.2575 0.0173 -0.2667 0.0229 -0.0072 -0.2032 -0.2044 -0.0134 -0.0381 -0.0535 -0.0402 -0.2190 -0.0208 0.0907 0.0651 0.0883 0.1222 0.1171 0.1208 0.0919 0.0868 0.0503 0.0902 0.1083 0.0995 0.1095 0.0963 0.0961 0.0581 0.0931 0.0742 0.1233 0.1179 0.1249 0.0743 0.0449 0.1015 -0.1780 -0.2100 -0.1409 -0.1109 -0.2702 0.0040 -0.0246 -0.0353 -0.1217 0.0607 0.0282 0.1181 0.1212 0.1281 0.1247 0.1221 0.1186 0.1249 0.1241 0.1189 0.0923 -0.0139 -0.1110 0.0054 -0.3709 0.0790 0.1913 -0.4563 0.2112 0.0592 0.0984 0.1025 0.1027 0.1004 0.1058 0.0869 0.0552 0.1302 0.1254 0.1166 0.0464 -0.2179 0.7543 -0.2071 -0.2047 -0.3370 0.0331 0.0199 -0.0107 0.0324 0.0248 0.0270



Entry 3:
The following is a DFT calculation (ωB97M-V with the def2-TZVPD basis set) of 4 unconnected molecules or ions with the total composition C19H41Cl2FNO10P.

Output
HOMO-LUMO gap ... 8.83 eV
Structure (SMILES) ... C[C@H](Cl)[C@H](Cl)[C@]1(P(=N)(O)O)OC(=O)C[C@@H]1F.COCCOC.COCCOC.COCCOC

```
! RIJCOSX wB97M-V def2-TZVPD def2/J DEFGRID3
* xyz 0 1
C 6.8473 -1.6893 -0.9365
C 6.1767 -3.1209 -1.3905
Cl 7.5304 -4.0321 -2.3447
C 4.9163 -2.9819 -2.4310
Cl 5.4460 -2.0300 -3.9563
C 3.5303 -2.4424 -1.7618
P 3.4333 -0.7275 -0.9165
N 3.6653 -1.0088 0.6916
O 1.7869 -0.1114 -1.0429
O 4.5247 0.4646 -1.5848
O 3.1598 -3.3459 -0.6164
C 1.6672 -3.3232 -0.4759
O 0.9457 -3.0156 0.6066
C 1.2222 -3.7267 -2.0110
C 2.2545 -2.6640 -2.7864
F 2.4798 -3.3492 -4.0914
H 6.8068 -0.8486 -1.7570
H 6.4113 -1.2425 0.0583
H 8.0024 -1.9138 -0.7485
H 5.9488 -3.8156 -0.4478
H 4.6888 -4.0864 -2.8217
H 2.7720 -0.6991 1.1682
H 1.8423 0.8053 -0.6254
H 4.2069 0.8209 -2.4707
H 0.0921 -3.6997 -2.3140
H 1.8084 -4.7476 -2.1582
H 1.6441 -1.7107 -3.1007
C 5.1433 5.1424 -0.0902
O 4.0726 5.5398 0.7569
C 2.8144 5.0058 0.3306
C 2.4202 3.7790 1.1593
O 3.3187 2.6886 0.9376
C 4.2833 2.5634 1.9772
H 6.0838 5.3463 0.4286
H 5.1037 4.0758 -0.3337
H 5.1185 5.7305 -1.0110
H 2.8360 4.7692 -0.7405
H 2.0656 5.7900 0.4844
H 1.4277 3.4450 0.8382
H 2.3616 4.0260 2.2262
H 3.8210 2.0941 2.8499
H 4.7108 3.5262 2.2623
H 5.0916 1.9199 1.6192
C -1.4567 0.2865 -2.1972
O -2.5274 0.6839 -1.3500
C -3.7856 0.1500 -1.7764
C -4.1798 -1.0769 -0.9477
O -3.2813 -2.1672 -1.1694
C -2.3167 -2.2925 -0.1298
H -0.5162 0.4905 -1.6784
H -1.4963 -0.7800 -2.4407
H -1.4815 0.8747 -3.1180
H -3.7640 -0.0866 -2.8475
H -4.5344 0.9341 -1.6226
H -5.1723 -1.4108 -1.2688
H -4.2384 -0.8298 0.1192
H -2.7790 -2.7617 0.7429
H -1.8892 -1.3296 0.1553
H -1.5084 -2.9359 -0.4877
C -8.0602 2.0442 3.6152
O -8.6266 0.7452 3.7322
C -8.8240 0.1210 2.4588
C -7.7084 -0.8831 2.1515
O -6.4467 -0.2289 1.9916
C -5.6385 -0.3208 3.1600
H -7.6894 2.3455 4.5985
H -7.2269 2.0695 2.9057
H -8.8312 2.7523 3.3015
H -8.9073 0.8746 1.6658
H -9.7769 -0.4162 2.5103
H -7.9350 -1.3764 1.2002
H -7.6512 -1.6581 2.9254
H -5.1916 -1.3170 3.2177
H -6.2049 -0.1199 4.0711
H -4.8376 0.4195 3.0819
*
```

For reference, the Löwdin charges in units of e are: -0.1713 -0.6235 0.4848 -0.5698 0.5644 -0.3685 0.7974 -0.1710 -0.2458 -0.2369 -0.1167 -0.2208 0.0264 0.0185 -0.1686 -0.1082 0.0648 0.0777 0.0808 0.1399 0.1376 0.0120 0.0816 0.0913 0.1418 0.1544 0.1583 -0.1105 -0.1943 -0.1924 -0.1932 -0.2254 -0.1060 0.0912 0.0812 0.0859 0.1228 0.1233 0.1190 0.1274 0.0893 0.0834 0.0868 -0.1103 -0.1924 -0.1882 -0.1886 -0.1962 -0.1041 0.0632 0.0830 0.0879 0.1239 0.1227 0.1238 0.1157 0.0903 0.0873 0.0632 -0.1129 -0.1966 -0.1929 -0.1932 -0.2096 -0.1105 0.0899 0.0834 0.0860 0.1247 0.1225 0.1220 0.1262 0.0863 0.0833 0.0908



Entry 4:
The following is a DFT calculation (ωB97M-V with the def2-TZVPD basis set) of a gas-phase ion, C3H8NO (charge +1).

Output
HOMO-LUMO gap ... 12.09 eV
Structure (SMILES) ... C[N+](C)=CO

```
! RIJCOSX wB97M-V def2-TZVPD def2/J DEFGRID3
* xyz 1 1
C -1.3394 0.7177 -0.1769
N 0.0058 0.1024 -0.0755
C -0.1398 -1.3185 -0.0472
C 1.1072 0.7003 0.0787
O 2.2724 0.0597 0.3436
H -2.1127 -0.0208 0.2316
H -1.6152 0.8509 -1.1856
H -1.5242 1.6742 0.3000
H -0.3816 -1.6982 0.9204
H 0.7254 -1.8711 -0.2751
H -0.9668 -1.4188 -0.7197
H 0.9892 1.7429 -0.2189
H 2.9797 0.4794 0.8246
*
```

For reference, the Löwdin charges in units of e are: 0.0237 -0.1194 0.0132 -0.0675 0.1529 0.1414 0.0949 0.1100 0.1209 0.0992 0.1052 0.1827 0.1428



Entry 5:
The following is a DFT calculation (ωB97M-V with the def2-TZVPD basis set) of a single C6H6O2S molecule.

Output
HOMO-LUMO gap ... 9.43 eV
Structure (SMILES) ... O=S(=O)(C1=CC1)C1=CC1

```
! RIJCOSX wB97M-V def2-TZVPD def2/J DEFGRID3
* xyz 0 1
O 2.5368 -0.5916 0.9538
S 1.6260 -0.3918 -0.1235
O 2.0580 -0.4746 -1.4769
C -0.1515 -1.6352 0.1407
C -0.8948 -2.6823 -0.0617
C -1.5737 -1.3890 0.4297
C 0.9544 1.1926 0.1592
C 0.4422 2.2952 0.6858
C 0.1038 2.1036 -0.7192
H -0.8843 -3.6417 -0.4181
H -2.3282 -0.8093 -0.2369
H -1.8836 -1.2371 1.5473
H 0.2252 2.8696 1.5177
H -0.8901 1.6751 -0.9739
H 0.6598 2.7164 -1.4240
*
```

For reference, the Löwdin charges in units of e are: -0.3133 0.7268 -0.2965 -0.1421 -0.0021 -0.1734 -0.2528 0.0273 -0.1233 0.0661 0.1024 0.1042 0.0850 0.1004 0.0912



Entry 6:
The following is a DFT calculation (ωB97M-V with the def2-TZVPD basis set) of a single C22H23N3O6S2 molecule.

Output
HOMO-LUMO gap ... 8.47 eV
Structure (SMILES) ... COc1ccc(C)cc1NS(=O)(=O)c1ccc(NS(=O)(=O)c2ccc(NC(C)=O)cc2)cc1

```
! RIJCOSX wB97M-V def2-TZVPD def2/J DEFGRID3
* xyz 0 1
C 1.0237 1.2710 -1.5052
O 0.4178 1.9808 -0.4541
C -0.9533 1.9949 -0.3957
C -1.7994 1.2637 -1.2117
C -3.1737 1.3363 -1.0371
C -3.7317 2.1395 -0.0559
C -5.2167 2.2316 0.1231
C -2.8820 2.8846 0.7538
C -1.5095 2.8221 0.5952
N -0.6706 3.5653 1.4350
S -0.7256 3.1769 3.0744
O 0.4109 3.8124 3.6674
O -2.0315 3.4845 3.5705
C -0.5014 1.4054 3.0372
C -1.6069 0.5847 2.9230
C -1.4304 -0.7780 2.7858
C -0.1428 -1.3218 2.7708
N 0.0257 -2.6865 2.6459
S 1.4269 -3.5226 2.2375
O 2.5082 -3.1050 3.0713
O 1.0153 -4.8927 2.2428
C 1.7209 -2.9964 0.5586
C 2.7011 -2.0664 0.2738
C 2.9022 -1.6548 -1.0303
C 2.1132 -2.1825 -2.0536
N 2.2651 -1.8046 -3.3851
C 2.9697 -0.7424 -3.8972
C 2.8908 -0.6792 -5.4048
O 3.5735 0.0548 -3.2223
C 1.1389 -3.1386 -1.7509
C 0.9421 -3.5410 -0.4453
C 0.9632 -0.4794 2.8968
C 0.7780 0.8839 3.0214
H 0.6907 1.6401 -2.4803
H 2.0947 1.4366 -1.4090
H 0.8188 0.1980 -1.4299
H -1.4010 0.6200 -1.9804
H -3.8144 0.7522 -1.6816
H -5.4678 2.3658 1.1722
H -5.6055 3.0896 -0.4254
H -5.7111 1.3386 -0.2515
H -3.2733 3.5160 1.5350
H 0.2888 3.5689 1.1161
H -2.5905 1.0241 2.9523
H -2.2858 -1.4313 2.6988
H -0.8067 -3.2494 2.5879
H 3.3142 -1.6864 1.0743
H 3.6620 -0.9292 -1.2651
H 1.7442 -2.3638 -4.0472
H 3.2947 -1.5904 -5.8411
H 1.8573 -0.5649 -5.7253
H 3.4683 0.1707 -5.7558
H 0.5405 -3.5642 -2.5437
H 0.2065 -4.2875 -0.1923
H 1.9491 -0.9104 2.9290
H 1.6146 1.5561 3.1276
*
```

For reference, the Löwdin charges in units of e are: -0.0767 -0.0857 -0.2122 -0.0128 -0.0453 -0.2764 -0.0484 0.0079 -0.2450 -0.0353 0.6703 -0.2825 -0.2770 -0.2775 -0.0478 0.0010 -0.2712 -0.0489 0.6708 -0.2696 -0.2798 -0.2784 -0.0372 -0.0016 -0.2270 0.1231 -0.5072 0.0052 0.0716 -0.0066 -0.0505 -0.0060 -0.0343 0.1041 0.0933 0.0843 0.1031 0.1097 0.0786 0.0842 0.0746 0.1184 0.1144 0.1155 0.1153 0.1231 0.1158 0.1085 0.1442 0.0867 0.0857 0.0872 0.1150 0.1171 0.0916 0.1204



no.,electronic energy (Ha),strongest force on any atom (hartree/bohr)
1,-3464.88735,0.0187
2,-4845.30387,0.0287
3,-2917.01595,0.1848
4,-248.80789,0.0664
5,-780.59798,0.0673
6,-2264.24257,0.0208